Record 1
{
  "formula": "C4H8O2",
  "method": "the ωB97M-V functional and the def2-TZVPD basis",
  "species": ["H", "C", "H", "C", "C", "H", "O", "H", "C", "H", "O", "H", "H", "H"],
  "coordinates": [[0.3848, 0.0396, -1.9903], [0.0538, -1.2830, 0.9666], [-0.7554, -1.4709, 1.6814], [-0.1407, 0.9564, -1.7267], [1.0535, -0.3326, 1.6037], [0.5771, -2.2322, 0.7725], [-0.4074, -0.8491, -0.2811], [1.9050, -0.0235, 0.9569], [-0.8564, 0.5060, -0.4526], [-0.8020, 1.2305, -2.5523], [0.9536, 0.0668, 2.7382], [-1.9500, 0.5101, -0.5616], [0.5972, 1.7496, -1.5731], [-0.6130, 1.1322, 0.4183]],
  "forces_ev_per_angstrom": [[0.2, 0.3, -0.5], [-0.1, -0.1, 0.3], [0.0, 0.1, 0.0], [0.0, 0.0, -0.1], [-0.1, 0.1, 0.3], [-0.1, 0.2, 0.1], [0.0, -0.1, 0.0], [-0.1, 0.0, 0.1], [0.0, 0.0, 0.0], [0.0, 0.0, 0.2], [0.1, -0.2, -0.5], [0.2, -0.1, 0.0], [-0.2, -0.1, 0.1], [0.0, -0.2, -0.1]],
  "mulliken_charge": [0.2812, -0.3294, 0.2749, -0.9319, 0.0477, 0.2621, -0.3851, 0.3374, -0.2851, 0.2850, -0.4611, 0.3040, 0.2816, 0.3186],
  "energy_ev": -8371.2908,
  "relative_energy_ev": 1.9910,
  "smiles": "CCOCC=O"
}

Record 2
{
  "formula": "C5H9NO6",
  "method": "the ωB97M-V functional and the def2-TZVPD basis",
  "species": ["H", "O", "N", "O", "H", "H", "O", "H", "H", "H", "C", "O", "O", "C", "H", "C", "O", "C", "H", "C", "H"],
  "coordinates": [[-1.4824, -1.2409, -1.2317], [1.8792, 1.2899, -0.7616], [2.7493, 0.8895, -1.7346], [-1.9860, 0.9511, -1.2610], [0.9303, 1.1470, 2.0500], [-0.7875, 1.6168, 1.9702], [3.0872, 1.8264, -2.4235], [-1.5845, -0.6405, 1.3420], [0.2270, -1.2319, 2.4201], [-1.8993, -2.4390, 0.0488], [-0.0754, 0.5126, 0.2583], [-0.0047, -2.6047, -0.7141], [0.2434, -1.5694, 1.5034], [0.1386, 1.5035, 1.3875], [-0.1603, 1.9014, -1.3939], [-0.6810, -0.8475, 0.7319], [1.1357, 0.0921, -0.3260], [-1.1017, -1.8051, -0.3742], [0.4068, 2.4832, 0.9758], [-0.8405, 1.1827, -0.8956], [-0.1941, -3.0172, -1.5717]],
  "forces_ev_per_angstrom": [[-0.1, -0.3, 0.2], [-0.8, 0.4, 0.5], [0.9, 1.2, -2.3], [1.9, 0.6, 0.7], [0.0, 0.1, -0.1], [0.2, 0.0, -0.2], [-0.9, -2.0, 2.3], [0.3, 0.3, -0.5], [0.1, -0.3, -0.7], [0.0, 0.2, -0.2], [-0.8, -0.2, -0.2], [0.3, -0.5, -1.0], [0.2, 0.4, 1.4], [-0.3, 0.1, 0.2], [-0.6, 0.1, -0.3], [-0.4, 0.1, 0.2], [1.9, 0.1, -0.7], [-0.5, 0.0, 0.0], [0.1, -0.2, 0.2], [-1.5, -0.4, -0.2], [0.2, 0.2, 0.4]],
  "mulliken_charge": [0.4036, -0.0717, 0.2441, -0.4987, 0.4194, 0.3893, -0.3506, 0.5280, 0.3779, 0.3131, 1.5380, -0.5175, -0.5588, -1.7338, 0.4018, -0.4314, -0.2101, -0.6270, 0.3823, -0.3344, 0.3366],
  "energy_ev": -19099.0334,
  "relative_energy_ev": 6.1050,
  "smiles": "C[C@@](C=O)(OON=O)[C@H](O)CO"
}

Record 3
{
  "formula": "C19H25ClN2O6S",
  "method": "the ωB97M-V functional and the def2-TZVPD basis",
  "species": ["H", "H", "H", "C", "O", "H", "C", "H", "H", "Cl", "H", "H", "C", "C", "C", "H", "H", "H", "C", "C", "H", "H", "C", "C", "H", "N", "S", "C", "C", "H", "O", "C", "H", "H", "O", "O", "H", "C", "H", "H", "C", "H", "H", "C", "O", "H", "C", "C", "H", "H", "C", "N", "O", "C"],
  "coordinates": [[4.0188, 0.7380, 0.2612], [3.5485, 0.5472, 1.9372], [1.3266, 4.0222, 2.4815], [-1.4532, -1.0876, -1.4809], [-3.1885, 1.0425, 2.5181], [-0.4515, 1.3112, 0.9763], [-2.4105, -0.3460, 0.7251], [4.0126, -2.9333, -2.6523], [-6.5869, -0.4991, 1.5050], [-2.1287, -1.2802, -3.1361], [0.2534, 0.0525, -0.6937], [-2.1550, -2.1830, 1.7422], [4.2350, -1.9525, -2.1718], [0.6493, -0.2106, -2.7631], [-1.5457, -1.3215, 1.4613], [-1.5260, -2.0779, -1.0578], [1.1446, -0.5631, 2.0702], [4.3145, -1.2508, -3.0334], [0.1220, 1.3645, 1.9027], [0.0442, -0.6859, -1.4524], [1.7099, -0.0675, -2.5863], [-0.7584, -1.7117, 0.8288], [-0.8788, -0.8388, 2.7589], [3.1930, 0.4861, 0.9120], [0.2472, 3.7312, 1.0701], [-6.4621, -0.8868, -2.5682], [-6.1986, 0.7934, 1.5035], [-2.3564, -0.2237, -0.6282], [-6.1009, 0.0981, -2.0485], [-0.4779, 1.9438, 2.5997], [3.4276, -1.5830, -1.1898], [0.3685, 0.0139, 2.5658], [0.7572, 0.2463, 3.5546], [1.9602, 3.9045, 0.8563], [6.6126, -2.4762, -2.6319], [-5.6511, 1.1511, -1.4595], [6.0148, -1.1369, -1.1654], [2.1286, 1.5053, 0.6254], [-1.5586, -0.3379, 3.4358], [2.8790, -0.5133, 0.6318], [1.2095, 3.5110, 1.5293], [-0.5618, -1.7449, 3.2753], [0.6138, -1.5726, -1.1816], [-3.2162, 0.7695, -1.2850], [-2.8915, 1.4602, -2.2442], [0.2154, 0.7285, -3.0841], [-4.6349, 0.7228, 0.6879], [5.8012, -2.1191, -1.6558], [5.7119, -2.8301, -0.7983], [0.5752, -0.9638, -3.5347], [-3.3727, 0.5019, 1.4320], [1.3931, 2.0683, 1.7333], [1.9126, 1.8509, -0.5246], [-4.5361, 0.8752, -0.6411]],
  "forces_ev_per_angstrom": [[0.2, -0.2, -0.3], [-0.2, -0.1, 0.2], [-0.3, 0.1, 0.2], [0.2, 0.5, 0.5], [-0.1, -0.3, 0.5], [0.1, -0.1, -0.2], [0.2, 0.0, -0.5], [0.1, -0.2, 0.4], [0.4, 0.0, -0.2], [0.0, -0.2, 0.0], [-0.3, 0.2, 0.2], [-0.2, -0.1, -0.1], [-1.0, 0.1, -0.1], [0.3, 0.2, 0.3], [0.0, 0.2, 0.9], [-0.1, -0.3, -0.1], [0.0, 0.0, -0.3], [0.2, 0.3, 0.3], [0.2, -0.2, 0.7], [0.2, -0.6, -0.8], [0.2, 0.1, 0.1], [0.2, 0.0, -0.2], [0.4, -0.3, -0.1], [0.1, 0.7, 0.4], [-0.2, 0.2, 0.0], [0.3, 1.8, 0.8], [-0.2, 0.5, 0.4], [-0.1, 0.1, -0.4], [-0.3, -1.9, -0.9], [-0.2, 0.2, 0.0], [0.0, -0.2, -0.3], [-0.4, 0.1, 0.1], [0.2, 0.0, 0.2], [0.2, 0.0, -0.1], [-0.2, 0.1, 0.3], [-0.2, 0.2, -0.1], [-0.1, 0.2, -0.3], [0.0, -0.2, -1.2], [-0.3, 0.1, -0.1], [0.1, -0.2, -0.2], [-0.1, -0.3, -0.1], [0.1, -0.1, 0.1], [0.1, -0.1, 0.2], [0.0, 0.2, -0.1], [-0.2, -0.1, -0.4], [-0.2, 0.1, -0.2], [-0.6, -0.3, 0.0], [1.0, -0.2, 0.0], [-0.2, -0.2, -0.2], [-0.2, -0.1, -0.3], [-0.2, 0.2, 0.1], [0.5, 0.5, -0.5], [0.1, 0.2, 1.1], [0.7, -0.2, 0.0]],
  "mulliken_charge": [0.4599, 0.3522, 0.3099, -0.0828, -0.7041, 0.3222, 0.3771, 0.2460, 0.1163, -0.2352, -1.2744, 0.5334, -0.5236, -1.7402, -0.7929, 0.6632, 0.0351, 0.2653, -0.5746, 1.3777, 0.3266, -0.0609, -1.1442, -1.4576, 0.3041, -0.5225, -0.2276, 1.0688, 0.5639, 0.5185, -0.5072, -0.4233, 0.3150, 0.4122, -0.7583, -0.4697, 0.0766, 0.7690, 0.4793, 0.3080, -1.0244, 0.4585, 0.3052, -0.3707, -0.6440, 0.3301, -0.1080, -0.2036, 0.1481, 0.5030, 0.3350, 0.0838, -0.5631, 0.0487],
  "energy_ev": -58724.7694,
  "total_charge": -2
}

Record 4
{
  "formula": "C4H9NO",
  "method": "the ωB97M-V functional and the def2-TZVPD basis",
  "species": ["H", "H", "N", "H", "C", "H", "H", "H", "H", "C", "C", "O", "H", "H", "C"],
  "coordinates": [[-0.8117, -1.4611, -0.5240], [0.2150, -1.4525, -1.9731], [-0.4222, 1.3543, -0.0340], [1.7738, 0.8494, 0.1059], [0.1176, 0.3976, -0.9901], [0.6799, 0.8900, -1.7902], [1.1757, -1.1587, 1.5376], [-0.2689, 2.3210, -0.3004], [-1.3610, -0.0360, 1.2616], [0.5048, -0.2956, 1.5648], [-0.5341, -0.8838, -1.4061], [-0.8230, -0.7667, 1.6146], [-1.4004, -0.7117, -2.0453], [0.7294, 0.2568, 2.4968], [0.7536, 0.5771, 0.3393]],
  "forces_ev_per_angstrom": [[-0.2, 0.0, -0.3], [-0.2, 0.0, 0.1], [-0.1, 0.3, 0.0], [0.2, 0.9, 1.0], [0.1, -0.2, -0.3], [0.0, -0.3, 0.1], [-0.1, 0.0, 0.0], [0.1, -0.2, 0.0], [0.1, -0.1, 0.1], [0.3, -0.1, -0.1], [-0.2, -0.1, 0.0], [-0.2, 0.2, 0.0], [0.0, -0.1, 0.0], [0.1, 0.0, -0.4], [0.2, -0.4, -0.2]],
  "mulliken_charge": [0.3617, 0.2862, -0.6753, 0.4518, 0.3737, 0.4257, 0.2638, 0.2578, 0.3624, -0.5694, -1.2429, -0.5817, 0.2832, 0.2883, -0.2854],
  "energy_ev": -7830.0456,
  "relative_energy_ev": 2.2743,
  "smiles": "C[C@H]1N[C@H]1CO"
}

Record 5
{
  "formula": "C23H44NOP3Ru",
  "method": "the ωB97M-V functional and the def2-TZVPD basis",
  "species": ["H", "H", "H", "H", "H", "C", "H", "H", "H", "H", "C", "H", "H", "H", "H", "H", "H", "C", "C", "H", "P", "H", "C", "H", "H", "P", "O", "C", "H", "C", "C", "N", "H", "H", "C", "C", "H", "H", "H", "C", "P", "H", "H", "H", "H", "H", "H", "H", "C", "H", "H", "C", "Ru", "C", "H", "C", "C", "C", "C", "C", "H", "H", "H", "H", "H", "H", "H", "C", "H", "H", "C", "C", "C"],
  "coordinates": [[-1.8059, -1.7034, -0.6381], [0.8897, 1.7452, 3.5523], [0.7197, -3.9498, 1.4933], [1.7005, 3.3224, -0.5589], [-2.3732, 3.0432, -0.1842], [-2.5690, 0.8134, 1.9467], [3.6567, -2.2800, 0.9574], [-2.5819, 0.4924, -5.0160], [-3.6183, -1.4265, -8.3688], [2.3379, 5.4650, 0.5001], [-0.2769, -1.6241, 3.7671], [2.1942, 0.8733, 4.3689], [3.0234, 0.1403, 0.5845], [-3.7527, -2.3670, -2.0288], [-1.4506, 3.7387, 1.7312], [-6.0252, -1.3344, -6.4348], [-0.8844, 2.7707, 3.1083], [3.3854, 2.1207, 2.1489], [2.6238, 2.0945, 0.9672], [0.2706, -2.5773, -2.2242], [0.9764, -0.6150, 2.8614], [3.7453, -2.5337, -0.7966], [-1.0695, -0.2399, -2.0282], [2.5876, -1.5402, 4.4785], [-5.0413, -2.8267, -6.9062], [1.4249, -2.2347, -0.1088], [-0.0018, 0.1495, -1.3509], [-1.3237, 0.3692, -3.2853], [0.8564, -4.6342, -0.1489], [2.6217, 4.5290, 0.9619], [2.2602, 3.3138, 0.3673], [2.3292, 0.8570, 0.3300], [1.9181, -3.2766, -2.2573], [3.3855, -1.0006, 2.9821], [-3.0747, -1.5957, -2.3897], [3.1832, -2.7771, 0.1094], [3.6443, 5.4766, 2.6074], [0.2721, 3.3110, 1.8728], [0.0282, -1.8336, 4.7986], [-1.9811, -1.2362, -1.6031], [-1.0629, 1.4089, 1.0757], [-0.4231, -2.5621, 3.2248], [-1.0705, 2.3446, -1.1871], [0.5164, 0.6672, 4.9197], [-4.6022, 0.0659, -7.8973], [-0.5296, -3.5926, 0.2942], [3.7175, 1.2025, 2.6066], [-2.5249, 1.3968, -0.8656], [-3.3109, -0.9849, -3.6226], [3.2269, -3.8614, 0.2611], [-3.4077, 1.5062, 1.8120], [-2.4193, 0.0012, -4.0587], [0.5271, -0.2499, 0.6958], [2.5084, -1.5139, 3.3860], [-0.7650, -1.2329, 0.9405], [-0.7483, 2.9566, 2.0393], [1.1538, 0.8057, 4.0390], [-4.4391, -1.0040, -7.7951], [-1.8329, 2.1242, -0.4370], [1.3119, -2.4232, -1.9332], [-0.6309, 1.1326, -3.6316], [-4.1663, -1.2682, -4.2288], [4.3285, 3.3367, 3.6517], [2.5024, -2.5391, 3.0088], [1.6615, -1.5096, -2.4184], [-2.8312, -0.1671, 1.5412], [2.2515, 0.9807, -0.6899], [-5.2043, -1.7568, -7.0086], [-1.2327, -1.0930, 3.7759], [-2.3533, 0.6985, 3.0121], [0.5416, -3.7599, 0.4318], [3.7430, 3.3334, 2.7409], [3.3598, 4.5378, 2.1504]],
  "forces_ev_per_angstrom": [[-0.1, 0.0, -0.2], [0.1, -0.1, 0.2], [0.0, 0.0, -0.1], [0.0, 0.0, -0.1], [0.1, -0.3, 0.0], [0.2, -0.2, -0.2], [0.1, -0.2, 0.0], [0.1, 0.0, 0.2], [0.0, 0.0, 0.0], [0.0, -0.1, -0.1], [-0.1, 0.0, -0.6], [-0.2, 0.0, 0.0], [0.0, 0.5, -0.5], [0.2, 0.2, 0.0], [0.1, -0.2, 0.0], [0.0, 0.0, -0.1], [0.0, 0.0, -0.2], [0.7, 1.4, 1.0], [1.3, -2.8, 2.0], [0.1, -0.1, 0.0], [-0.1, -0.4, 3.3], [0.0, 0.0, 0.1], [1.8, 0.6, 0.6], [-0.2, 0.1, -0.2], [0.0, 0.0, -0.1], [0.3, -2.5, -0.5], [-2.0, -0.9, -1.1], [-0.3, 0.3, -1.1], [0.0, 0.2, 0.1], [-0.3, -1.2, -0.6], [-1.0, 4.3, -1.4], [0.5, 0.5, -0.3], [-0.2, 0.2, 0.1], [0.0, -0.1, 0.1], [0.4, -0.2, 0.9], [0.0, 0.6, 0.1], [-0.1, 0.0, -0.1], [-0.2, 0.1, 0.0], [0.1, 0.1, -0.3], [-0.9, -0.7, 0.1], [-2.1, 1.6, 1.1], [0.0, 0.0, 0.2], [-0.1, 0.2, 0.1], [0.1, -0.1, -0.2], [0.0, 0.0, 0.0], [0.1, -0.1, 0.0], [0.1, -0.2, 0.0], [-0.1, 0.1, 0.1], [0.5, 0.3, 0.1], [-0.1, 0.2, 0.0], [0.2, -0.1, 0.1], [0.5, 0.4, 0.1], [-0.5, -0.5, -1.3], [-0.1, -0.1, -0.8], [0.6, 0.3, 0.1], [0.5, -0.2, 0.0], [-0.1, 0.2, -0.4], [2.6, 2.6, -2.8], [0.3, -0.1, -0.1], [-0.2, 0.3, 0.1], [-0.1, -0.1, 0.0], [0.1, 0.0, 0.2], [0.0, -0.1, -0.1], [0.0, 0.0, 0.1], [0.1, -0.1, -0.1], [-0.1, 0.1, 0.1], [0.5, -0.2, 0.3], [-2.7, -2.6, 2.6], [0.1, -0.1, 0.0], [-0.1, 0.0, -0.1], [-0.1, 0.4, 0.0], [0.7, -5.1, 1.0], [-1.2, 3.5, -1.7]],
  "mulliken_charge": [0.3408, 0.1584, 0.3745, 0.4097, 0.6614, -1.4947, 0.3222, 0.4083, 0.3109, 0.4490, -1.4218, 0.5027, 0.4238, 0.4597, 0.5206, 0.3241, 0.4388, -0.4848, 0.2997, 0.3035, 1.3444, 0.4942, -0.6843, 0.5112, 0.3365, 1.6425, -0.2198, 0.0695, 0.4936, -0.4685, -0.5298, -0.5275, 0.5496, 0.3213, -1.0812, -1.4306, 0.4367, 0.2205, 0.4916, 0.3808, 1.2444, 0.2606, 0.2919, 0.4439, 0.3134, 0.3148, 0.5778, 0.2858, -0.1668, 0.4502, 0.4683, -0.4525, -0.0829, -1.3102, 0.0180, -1.2967, -1.2598, -0.1127, -1.4043, -1.5062, 0.5112, 0.3343, 0.4754, 0.3792, 0.3829, 0.3082, 0.3149, -0.1701, 0.2950, 0.3534, -1.5055, -0.6674, -0.7461],
  "energy_ev": -58519.0870,
  "relative_energy_ev": 2.2429,
  "total_charge": 3,
  "spin_multiplicity": 6
}

Record 6
{
  "formula": "C4H11N5",
  "method": "the ωB97M-V functional and the def2-TZVPD basis",
  "species": ["H", "N", "H", "H", "C", "N", "H", "H", "N", "H", "H", "H", "H", "C", "H", "N", "H", "C", "N", "C"],
  "coordinates": [[-1.8298, 0.9456, -1.4156], [-2.3318, -1.5095, -0.1254], [3.6168, 0.7408, -1.4989], [-2.6365, -2.3858, 0.3622], [-0.8939, 0.2982, 0.2102], [3.1223, 0.3071, -0.4497], [0.9459, -0.1189, 2.1837], [0.6605, 1.1624, -0.5325], [1.6615, -1.1687, 0.5815], [-2.9823, 1.2253, 0.2232], [2.6995, -1.5352, -1.4998], [-1.2503, 2.2012, -0.2238], [0.1947, 1.9252, 1.1682], [-1.9785, 1.2353, -0.3028], [0.8520, -1.7133, 0.5559], [-1.0973, -0.9110, 0.0604], [-3.0292, -0.7878, -0.5268], [2.4811, -0.8207, -0.5708], [1.3754, 0.0079, 1.2547], [0.4199, 0.9020, 0.5460]],
  "forces_ev_per_angstrom": [[-1.6, 0.8, 1.4], [-1.4, 2.5, -1.9], [-1.7, -2.5, 3.9], [1.0, 1.8, -0.7], [-2.9, 1.1, 0.0], [0.5, 0.7, -4.4], [0.7, -0.7, -0.7], [1.2, 0.3, 1.5], [2.8, 1.1, -1.4], [1.3, 0.3, -1.0], [-1.3, 1.1, 2.3], [-3.0, -1.2, -0.2], [0.9, -2.6, -1.4], [3.5, 2.0, -0.8], [-1.2, -1.4, -1.3], [0.7, -5.1, 2.6], [0.9, -2.3, 1.3], [1.4, 0.2, -0.2], [-1.5, 2.5, 1.1], [-0.3, 1.2, 0.0]],
  "mulliken_charge": [0.3947, -0.6829, 0.2282, 0.2038, 0.9376, -0.5254, 0.3326, 0.3320, -0.3752, 0.3966, 0.2804, 0.3059, 0.2234, -1.4225, 0.3796, -0.1731, 0.2282, -0.0120, -0.3399, -0.7119],
  "energy_ev": -11770.7568,
  "relative_energy_ev": 5.7936,
  "smiles": "[H]/N=C/NNC/C(C)=N/N"
}

Record 7
{
  "formula": "C3H7ClN3",
  "method": "the ωB97M-V functional and the def2-TZVPD basis",
  "species": ["H", "H", "Cl", "H", "H", "C", "H", "H", "N", "C", "N", "H", "N", "C"],
  "coordinates": [[-2.6962, 0.6740, 1.7468], [2.1247, 0.3512, -0.5730], [-3.4236, -0.5324, -0.3312], [0.0149, 2.2140, -1.0927], [-0.4743, -0.5506, 1.7839], [1.2721, -0.1905, -0.8677], [1.2407, -0.0513, -1.9462], [-1.0434, -1.4292, 0.0718], [0.0855, 0.2965, -0.1061], [-0.9131, -0.4514, 0.7058], [-2.1053, 0.4666, 0.6764], [1.4800, -1.2950, -0.6698], [-1.7526, 1.5988, -0.0105], [-0.5275, 1.4271, -0.4643]],
  "forces_ev_per_angstrom": [[2.3, -0.7, -4.1], [1.0, 0.6, 0.8], [0.4, 0.8, 0.8], [-1.1, -1.2, 0.9], [-1.2, -0.2, -1.9], [-0.3, -2.2, 0.4], [-0.8, 0.0, 0.0], [-0.3, 1.6, 2.1], [-0.7, 0.9, -0.8], [2.6, -1.9, 0.1], [-1.9, -1.0, 2.0], [-0.5, 1.5, -0.1], [0.1, 1.3, 0.1], [0.5, 0.6, -0.2]],
  "mulliken_charge": [0.5102, 0.3529, 0.0445, 0.4322, 0.3249, -0.8603, 0.3643, 0.4083, 0.0518, -0.4622, 0.0053, 0.3325, -0.5989, 0.0947],
  "energy_ev": -20206.3475,
  "relative_energy_ev": 4.3941,
  "smiles": "CN1C=N[N@@H+](Cl)C1",
  "total_charge": 1
}